Record 1
DFT (ωB97M-V/def2-TZVPD) results for C10H23BF4N3O2Rb as an isolated structure at a distorted geometry.

Calculated values
Net charge = 0
Electronic energy = -31514.454 eV

Structure (XYZ):
```
44
Properties=species:S:1:pos:R:3:lowdin_charge:R:1
Rb -33.497 3.551 13.349 0.947
B -28.786 2.958 13.113 -1.258
F -29.185 4.304 12.783 0.023
F -27.539 2.655 12.646 0.140
F -28.964 2.835 14.517 0.061
F -29.739 2.128 12.507 0.066
C -35.841 -5.213 11.267 -0.033
C -36.492 -3.879 11.645 -0.466
C -35.503 -3.042 12.527 -0.139
C -34.333 -2.444 11.715 -0.151
C -34.852 -1.564 10.512 -0.141
C -35.914 -2.253 9.647 -0.453
N -36.877 -3.092 10.397 -0.108
O -37.776 -3.747 9.526 -0.014
C -36.692 -1.051 8.911 -0.026
C -35.109 -3.132 8.636 -0.037
C -37.733 -4.094 12.585 -0.039
H -36.368 -5.655 10.421 0.084
H -35.861 -5.893 12.118 0.086
H -34.818 -5.004 10.953 0.060
H -36.059 -2.308 13.112 0.108
H -35.079 -3.705 13.280 0.115
H -33.756 -3.268 11.297 0.096
H -33.672 -1.766 12.255 0.104
H -33.932 -1.506 9.931 0.109
H -35.063 -0.536 10.804 0.101
H -36.034 -0.545 8.204 0.073
H -37.457 -1.379 8.207 0.068
H -37.079 -0.273 9.570 0.069
H -34.571 -3.931 9.145 0.067
H -35.736 -3.613 7.885 0.077
H -34.380 -2.677 7.965 0.081
H -38.236 -3.128 12.636 0.074
H -37.465 -4.443 13.582 0.084
H -38.472 -4.700 12.062 0.074
H -38.601 -3.300 9.730 0.101
C -24.500 6.390 11.569 -0.847
O -23.713 7.267 11.417 0.054
N -25.643 6.197 10.910 0.163
N -24.384 5.550 12.495 0.163
H -26.225 5.410 11.160 0.107
H -25.814 6.925 10.232 0.111
H -24.942 4.726 12.669 0.120
H -23.784 5.841 13.253 0.127
```



Record 2
DFT (ωB97M-V/def2-TZVPD) results for a 10-piece molecular cluster, C10H23Cl14N3O6 overall at a distorted geometry.

Calculated values
Net charge = 0
ΔE to the lowest compared entry with this formula, charge and spin = 125.8 kJ/mol
SMILES string = C[N+](=O)[O-].C[N+](=O)[O-].C[N+](=O)[O-].ClCCl.ClCCl.ClCCl.ClCCl.ClCCl.ClCCl.ClCCl
Electronic energy = -202802.613 eV

Structure (XYZ):
```
56
Properties=species:S:1:pos:R:3:lowdin_charge:R:1
C 4.594 -1.758 -3.451 0.042
N 5.823 -2.425 -2.960 -0.457
O 6.458 -3.095 -3.772 0.049
O 6.101 -2.332 -1.789 0.067
H 4.954 -0.775 -3.753 0.106
H 3.836 -1.725 -2.668 0.097
H 4.199 -2.356 -4.272 0.097
C -7.211 2.835 -1.811 0.035
N -5.971 2.068 -2.005 -0.477
O -5.955 0.902 -1.656 0.060
O -4.995 2.693 -2.267 0.078
H -7.032 3.521 -0.983 0.107
H -8.055 2.177 -1.605 0.096
H -7.439 3.301 -2.769 0.101
C -0.755 -0.261 0.744 0.045
N 0.703 0.103 0.777 -0.420
O 0.964 1.289 0.960 0.050
O 1.532 -0.828 0.722 0.036
H -1.288 0.387 0.048 0.100
H -1.106 -0.162 1.771 0.100
H -0.865 -1.315 0.486 0.092
C 1.124 6.095 -2.192 -1.002
Cl 1.324 7.741 -1.609 0.510
Cl 1.040 5.906 -4.006 0.448
H 1.921 5.458 -1.810 0.027
H 0.165 5.772 -1.787 0.017
C 5.499 2.204 2.918 -1.059
Cl 6.521 3.390 2.151 0.502
Cl 6.129 1.912 4.531 0.498
H 4.507 2.649 2.995 0.026
H 5.494 1.299 2.310 0.033
C 4.764 -4.716 3.212 -1.022
Cl 4.581 -6.308 3.968 0.494
Cl 4.356 -3.381 4.327 0.477
H 5.749 -4.510 2.794 0.032
H 4.066 -4.701 2.374 0.020
C -2.313 -4.950 -3.815 -0.914
Cl -3.692 -3.780 -4.190 0.428
Cl -0.799 -4.431 -4.684 0.443
H -2.102 -5.030 -2.748 0.026
H -2.594 -5.924 -4.215 0.018
C -0.824 0.644 -6.432 -1.023
Cl 0.713 0.358 -7.221 0.503
Cl -0.660 0.505 -4.646 0.463
H -1.212 1.621 -6.718 0.030
H -1.505 -0.105 -6.836 0.025
C -0.099 -0.451 8.207 -1.011
Cl 1.439 0.207 8.802 0.496
Cl -0.533 0.229 6.600 0.464
H -0.138 -1.541 8.184 0.032
H -0.859 -0.152 8.928 0.018
C -6.226 0.377 4.301 -0.957
Cl -5.661 1.873 3.442 0.455
Cl -5.460 -1.060 3.530 0.452
H -5.910 0.373 5.344 0.024
H -7.297 0.182 4.243 0.025
```



Record 3
DFT (ωB97M-V/def2-TZVPD) results for a 2-piece molecular cluster, C10H23IN4O3 overall at a distorted geometry.

Calculated values
Net charge = 0
Electronic energy = -30945.593 eV

Structure (XYZ):
```
41
Properties=species:S:1:pos:R:3:lowdin_charge:R:1
C 0.085 4.164 0.861 -0.154
C -0.027 2.888 0.025 -0.738
I 1.496 2.855 -1.505 0.904
C 0.146 1.642 0.884 -0.252
C -0.294 0.287 0.283 -0.234
C -1.307 0.298 -0.866 -0.109
C -0.861 -0.853 -1.811 -0.118
C 0.640 -0.878 -1.600 -0.129
N 0.898 -0.578 -0.142 -0.041
C 1.030 -1.885 0.570 -0.046
C 1.484 -1.869 2.076 -0.649
N 0.678 -2.812 2.851 0.084
N 1.352 -0.535 2.645 0.099
N 2.869 -2.282 2.219 0.082
H 0.571 3.968 1.817 0.077
H 0.611 4.960 0.342 0.048
H -0.920 4.537 1.064 0.085
H -0.975 2.888 -0.502 0.072
H -0.395 1.794 1.819 0.123
H 1.196 1.588 1.166 0.079
H -0.729 -0.246 1.125 0.133
H -1.289 1.200 -1.468 0.093
H -2.296 0.154 -0.442 0.123
H -1.397 -1.779 -1.621 0.127
H -1.052 -0.511 -2.826 0.117
H 1.044 -1.854 -1.865 0.125
H 1.147 -0.154 -2.231 0.086
H 1.754 -0.023 -0.123 0.143
H 0.079 -2.393 0.421 0.137
H 1.780 -2.444 0.015 0.121
H -0.307 -2.670 2.638 0.083
H 0.867 -3.765 2.547 0.086
H 0.646 -0.570 3.375 0.096
H 2.209 -0.322 3.147 0.092
H 3.509 -1.560 1.907 0.084
H 3.078 -3.138 1.722 0.083
C -3.643 -0.330 -3.427 -0.849
O -3.601 -1.151 -4.357 -0.057
O -3.155 0.974 -3.778 -0.027
O -3.973 -0.455 -2.243 -0.050
H -2.950 0.862 -4.713 0.069
```



Record 4
DFT (ωB97M-V/def2-TZVPD) results for a 2-piece molecular cluster, C10H23N2O overall at a distorted geometry.

Calculated values
Net charge = +1
ΔE to the lowest compared entry with this formula, charge and spin = 525.4 kJ/mol
Electronic energy = -15758.981 eV

Structure (XYZ):
```
36
Properties=species:S:1:pos:R:3:lowdin_charge:R:1
C 1.435 -0.392 -1.400 0.119
C 0.238 -0.296 -0.932 0.131
C 2.470 -0.833 4.463 -0.083
C -0.246 0.492 -4.028 -0.058
C -2.104 -1.108 -0.906 0.027
C 1.132 -0.886 3.668 -0.242
C -0.936 -0.514 -3.115 -0.136
C 1.209 -0.198 2.269 -0.210
C -0.867 2.248 -0.839 -0.229
C -1.142 -0.074 -1.577 -0.472
N 0.044 -0.655 1.503 0.071
N -1.648 1.256 -1.532 0.008
O -0.770 2.138 0.609 -0.062
H 2.160 -0.796 -0.730 0.091
H 1.704 -0.220 -2.349 0.049
H 2.556 -1.198 5.465 0.064
H 3.063 -1.385 3.702 0.077
H 2.837 0.240 4.424 0.094
H -0.566 0.395 -5.015 0.064
H 0.845 0.613 -3.980 0.075
H -0.527 1.439 -3.549 0.074
H -1.782 -2.058 -0.729 0.074
H -2.955 -0.949 -1.376 0.045
H -2.150 -0.628 0.056 0.072
H 0.351 -0.421 4.167 0.072
H 0.790 -1.978 3.568 0.132
H -0.347 -1.347 -3.045 0.077
H -1.924 -0.803 -3.448 0.127
H 0.989 0.888 2.375 0.135
H 1.954 -0.551 1.631 0.087
H 0.149 2.204 -1.222 0.118
H -1.348 3.258 -0.976 0.150
H 0.206 -1.635 1.352 0.099
H -0.898 -0.330 1.763 0.118
H -2.691 1.263 -1.328 0.175
H -1.231 2.822 1.058 0.067
```



Record 5
DFT (ωB97M-V/def2-TZVPD) results for an isolated ion of composition C10H23N4O and charge +1 at a distorted geometry.

Calculated values
Net charge = +1
ΔE to the lowest compared entry with this formula, charge and spin = 257.7 kJ/mol
SMILES string = CC[C@](C(C)=O)(N1CCCNN1)[NH+](C)C
Electronic energy = -18739.868 eV

Structure (XYZ):
```
38
Properties=species:S:1:pos:R:3:lowdin_charge:R:1
C -0.596 -0.557 2.079 -0.337
C -1.937 -0.398 -2.544 -0.186
C -2.679 0.926 -2.355 -0.189
C -1.584 -1.010 -1.209 -0.185
C -2.127 -0.752 2.017 0.042
C 1.926 -1.924 -0.620 -0.050
C 2.243 0.288 1.902 -0.005
C 1.739 1.208 -0.368 0.063
C 0.750 -1.768 0.403 -0.152
C 0.083 -0.417 0.717 -0.309
N -1.840 1.778 -1.490 -0.107
N -1.663 1.210 -0.277 -0.033
N -0.782 -0.010 -0.468 -0.066
N 1.168 0.620 0.970 -0.077
O 0.003 -0.478 3.142 0.092
H -2.635 -1.121 -3.099 0.142
H -1.030 -0.214 -3.201 0.130
H -2.731 1.438 -3.253 0.092
H -3.622 0.699 -1.794 0.139
H -2.468 -1.417 -0.692 0.114
H -0.795 -1.827 -1.423 0.134
H -2.447 -1.324 1.135 0.072
H -2.467 0.322 2.084 0.118
H -2.387 -1.130 2.968 0.078
H 1.827 -1.270 -1.446 0.047
H 1.554 -2.960 -1.010 0.134
H 2.881 -1.895 -0.253 0.041
H 2.809 -0.619 1.551 0.118
H 3.022 1.081 2.040 0.133
H 1.851 0.066 2.888 0.089
H 2.375 0.364 -0.876 0.124
H 0.882 1.359 -1.057 0.074
H 2.074 2.199 -0.181 0.094
H 1.005 -2.319 1.336 0.147
H -0.083 -2.311 -0.006 0.080
H -0.920 1.945 -2.091 0.155
H -1.389 1.761 0.513 0.114
H 0.773 1.422 1.336 0.130
```



Record 6
DFT (ωB97M-V/def2-TZVPD) results for a 3-piece molecular cluster, C10H23NO6S overall at a distorted geometry.

Calculated values
Net charge = 0
ΔE to the lowest compared entry with this formula, charge and spin = 0.0 kJ/mol
SMILES string = C[C@@]1(N)OC(=O)O[C@@]1(O)S.CC(C)O.CC(C)O
Electronic energy = -35351.410 eV

Structure (XYZ):
```
41
Properties=species:S:1:pos:R:3:lowdin_charge:R:1
C -0.446 3.468 1.072 0.012
C -0.378 2.288 -0.045 -0.441
N -1.283 1.118 0.190 0.101
O -0.737 2.928 -1.324 0.010
C 0.471 3.705 -1.571 -0.377
O 0.437 4.690 -2.325 0.130
O 1.604 3.171 -0.834 0.001
C 1.111 1.819 -0.518 -0.695
O 0.874 1.294 -1.864 -0.029
S 2.103 0.767 0.633 0.827
H 0.585 3.812 1.411 0.095
H -0.994 3.117 2.028 0.092
H -1.052 4.357 0.655 0.113
H -0.865 0.282 -0.239 0.077
H -1.434 0.998 1.202 0.091
H 1.180 0.358 -1.906 0.112
H 3.410 1.267 0.688 -0.077
C 3.914 -2.981 4.265 -0.066
C 3.042 -2.788 3.034 -0.500
C 2.882 -4.087 2.259 -0.065
O 3.628 -1.800 2.188 -0.093
H 4.919 -3.310 3.983 0.081
H 4.029 -2.038 4.805 0.080
H 3.481 -3.722 4.942 0.081
H 2.059 -2.417 3.335 0.140
H 3.852 -4.454 1.908 0.082
H 2.264 -3.931 1.371 0.080
H 2.419 -4.861 2.876 0.081
H 4.499 -2.119 1.916 0.090
C -3.562 0.532 -3.981 -0.062
C -3.397 -0.475 -2.854 -0.494
C -4.690 -0.648 -2.072 -0.066
O -2.366 -0.036 -1.973 -0.090
H -3.831 1.517 -3.588 0.084
H -2.622 0.655 -4.526 0.081
H -4.336 0.214 -4.685 0.078
H -3.085 -1.439 -3.265 0.137
H -4.998 0.297 -1.613 0.082
H -4.554 -1.365 -1.258 0.077
H -5.498 -1.001 -2.718 0.078
H -2.632 0.818 -1.602 0.063
```



> net charge of number 5 (C10H23N4O)?

+1



> Look up the electronic energy of the first one.

-31514.454 eV